{"formula": "C50H53F5IrN4OP3SbSe4", "method": "ωB97M-V/def2-TZVPD", "elements": ["Ir", "Se", "Sb", "Se", "Se", "Se", "C", "N", "C", "P", "C", "C", "C", "C", "C", "C", "C", "C", "C", "C", "C", "C", "C", "C", "C", "C", "C", "C", "P", "C", "C", "C", "C", "C", "C", "C", "C", "C", "C", "C", "C", "H", "H", "H", "H", "H", "H", "H", "H", "H", "H", "H", "H", "H", "H", "H", "H", "H", "H", "H", "H", "H", "H", "H", "H", "H", "H", "H", "H", "H", "F", "C", "C", "C", "F", "C", "F", "C", "F", "C", "F", "O", "P", "N", "C", "C", "C", "C", "N", "C", "C", "C", "C", "N", "C", "C", "C", "C", "H", "H", "H", "H", "H", "H", "H", "H", "H", "H", "H", "H", "H", "H", "H", "H", "H", "H", "H", "H", "H", "H", "H", "H"], "positions_angstrom": [[-0.2481, 0.1051, 0.7793], [1.0152, 5.3973, 0.2283], [-0.6212, 3.6358, 0.0958], [-0.7049, 2.1295, 2.1605], [0.3658, 1.5808, -1.0717], [-2.8837, 4.0601, -0.5820], [-0.4916, -2.2557, 3.4155], [0.3329, -1.4997, 4.3265], [1.0739, -0.3363, 3.8461], [1.5113, -0.2692, 2.0455], [2.8416, 0.9840, 2.1068], [4.0395, 0.6288, 2.7388], [5.0785, 1.5402, 2.8354], [4.9369, 2.8182, 2.3023], [3.7549, 3.1757, 1.6760], [2.7111, 2.2603, 1.5774], [2.5329, -1.7344, 1.7174], [3.2656, -1.7176, 0.5329], [4.2112, -2.7010, 0.2907], [4.4204, -3.7174, 1.2152], [3.6850, -3.7435, 2.3931], [2.7488, -2.7472, 2.6496], [0.7406, -2.1128, 5.5114], [0.5964, -3.4918, 5.7138], [0.9982, -4.0768, 6.9088], [1.5572, -3.3181, 7.9239], [1.7044, -1.9499, 7.7287], [1.2997, -1.3504, 6.5490], [-1.4490, -1.2511, 2.2099], [-2.3435, -2.6273, 1.4077], [-1.6141, -3.7100, 0.9110], [-2.2524, -4.7401, 0.2399], [-3.6286, -4.6997, 0.0503], [-4.3609, -3.6335, 0.5482], [-3.7235, -2.6041, 1.2321], [-2.7185, -0.4294, 3.2100], [-2.8699, -0.6760, 4.5708], [-3.8581, -0.0159, 5.2924], [-4.6982, 0.8835, 4.6559], [-4.5487, 1.1375, 3.2977], [-3.5540, 0.4951, 2.5789], [-1.2161, -2.8383, 3.9854], [0.0877, -2.9632, 2.8079], [2.0068, -0.2529, 4.3997], [0.5249, 0.5989, 3.9919], [4.1759, -0.3664, 3.1437], [6.0010, 1.2486, 3.3241], [5.7514, 3.5305, 2.3772], [3.6012, 4.1644, 1.2576], [1.8037, 2.5603, 1.0787], [3.0717, -0.9625, -0.2276], [4.7718, -2.6778, -0.6379], [5.1527, -4.4912, 1.0163], [3.8455, -4.5271, 3.1244], [2.2142, -2.7665, 3.5914], [0.1962, -4.1212, 4.9306], [0.8787, -5.1463, 7.0343], [1.8715, -3.7808, 8.8509], [2.1280, -1.3334, 8.5118], [1.3867, -0.2776, 6.4409], [-0.5354, -3.7397, 1.0147], [-1.6691, -5.5642, -0.1532], [-4.1259, -5.4967, -0.4895], [-5.4329, -3.5921, 0.4009], [-4.3063, -1.7754, 1.6092], [-2.2081, -1.3597, 5.0855], [-3.9607, -0.2011, 6.3545], [-5.4621, 1.4026, 5.2217], [-5.1809, 1.8614, 2.7998], [-3.4114, 0.7350, 1.5321], [1.3152, -2.8098, -0.8457], [0.1665, -2.3509, -1.3803], [-0.5359, -1.3220, -0.7886], [-1.7762, -1.0934, -1.3699], [-2.5855, -0.1635, -0.8121], [-2.2830, -1.7698, -2.4588], [-3.4956, -1.4968, -2.9522], [-1.5115, -2.7588, -3.0379], [-1.9625, -3.4418, -4.0980], [-0.2816, -3.0473, -2.4902], [0.4584, -4.0381, -3.0176], [2.3575, -0.6766, -2.2989], [3.1605, -0.0214, -3.3565], [2.1799, 0.7740, -4.4120], [0.7861, 0.3242, -4.6106], [0.4793, 0.7936, -6.0264], [1.2222, 2.1288, -6.0914], [2.5342, 1.8480, -5.3486], [4.2812, 1.1377, -2.9496], [3.7711, 2.3170, -2.2085], [5.0410, 3.1032, -1.8973], [6.1485, 2.0283, -1.8013], [5.4544, 0.7086, -2.1667], [4.1039, -1.1801, -4.0788], [4.9413, -0.9404, -5.2596], [5.2167, -2.3456, -5.8238], [4.9062, -3.2836, -4.6545], [3.7202, -2.5953, -3.9932], [0.1243, 0.7985, -3.8847], [0.6974, -0.7546, -4.4752], [-0.5904, 0.8838, -6.2158], [0.9022, 0.0924, -6.7531], [0.6514, 2.8915, -5.5575], [1.3945, 2.4853, -7.1074], [2.8971, 2.7344, -4.8259], [3.3208, 1.5381, -6.0422], [3.2739, 2.0019, -1.2887], [3.0417, 2.8734, -2.7922], [4.9263, 3.6744, -0.9785], [5.2581, 3.8052, -2.7029], [6.5882, 1.9725, -0.8048], [6.9530, 2.2414, -2.5066], [5.1398, 0.1841, -1.2527], [6.0837, 0.0333, -2.7449], [5.8649, -0.4270, -4.9738], [4.4381, -0.3142, -6.0016], [6.2321, -2.4466, -6.2074], [4.5294, -2.5538, -6.6471], [5.7474, -3.3139, -3.9561], [4.6830, -4.3031, -4.9698], [3.5474, -2.8824, -2.9580], [2.7984, -2.8085, -4.5503]], "mulliken_charge": [0.774, -0.676, 0.509, -0.616, -0.433, -0.697, -3.057, 1.181, -2.033, 1.089, 0.953, -0.772, -0.950, -0.603, -0.279, 0.699, 0.914, -0.342, -0.180, -1.171, -0.654, -0.121, 0.768, -0.115, -0.854, -0.521, -0.713, -0.518, 1.956, 0.768, -0.515, -0.533, -0.755, -0.788, -0.517, 0.595, -0.878, -0.713, -0.665, -0.777, -0.452, 1.193, 0.709, 1.236, 0.110, 0.403, 0.418, 0.387, 0.321, -0.882, -0.493, 0.558, 0.374, 0.485, 0.027, 0.349, 0.379, 0.388, 0.397, 0.515, 0.098, 0.405, 0.367, 0.417, 0.339, 0.340, 0.429, 0.386, 0.451, 0.528, -0.429, -0.537, 0.337, 0.913, -0.443, 0.580, -0.432, 0.776, -0.425, 0.344, -0.507, 0.348, -1.539, 1.008, 0.277, -0.857, -0.778, -0.332, -0.076, 0.758, -0.651, -0.764, -0.050, 0.315, -0.268, -0.826, -0.746, -0.025, -0.017, -0.257, 0.404, 0.332, 0.320, 0.410, 0.166, 0.267, -0.969, 0.399, 0.285, 0.317, 0.408, 0.239, -0.403, 0.465, 0.325, -0.030, 0.399, 0.312, 0.269, 0.424, -0.132, 0.151], "lumo_energy_ev": 1.64, "spin_multiplicity": 1, "charge": -1, "gap_ev": 6.03, "e_tot_ha": -13705.38395, "fmax_ev_per_a": 0.3, "homo_ev": -4.4}